(P)
{
  "formula": "C6H5BrS2",
  "method": "ωB97M-V with the def2-TZVPD basis set",
  "gap_ev": 9.18,
  "homo_ev": -8.822,
  "charge": 0,
  "smiles": "Br[C@]12C=C[C@@H]3S[C@@H]3[C@H]1S2",
  "elements": ["C", "C", "C", "C", "C", "C", "S", "S", "Br", "H", "H", "H", "H", "H"],
  "positions_angstrom": [[-0.789, -0.192, 1.371], [0.538, -0.182, 1.463], [-1.492, -0.117, 0.017], [-0.723, 0.085, -1.233], [0.736, 0.363, -1.171], [1.481, 0.065, 0.047], [-1.226, -1.703, -1.113], [1.285, 1.829, -0.226], [3.130, -0.710, 0.104], [-1.492, -0.002, 2.257], [1.164, -0.429, 2.429], [-2.579, 0.196, -0.025], [-1.347, 0.674, -1.898], [1.314, 0.123, -2.021]],
  "mulliken_charge": [-0.559, -0.365, -0.141, -0.408, -0.503, 0.329, -0.143, -0.115, -0.086, 0.267, 0.302, 0.423, 0.470, 0.528]
}

***

(Q)
{
  "formula": "C6H5BrS2",
  "method": "ωB97M-V with the def2-TZVPD basis set",
  "gap_ev": [7.90, 7.86],
  "homo_ev": [-9.121, -8.479],
  "charge": 0,
  "elements": ["C", "C", "C", "C", "C", "C", "S", "S", "Br", "H", "H", "H", "H", "H"],
  "positions_angstrom": [[1.418, -0.818, 1.093], [1.934, -0.695, -0.108], [-0.078, -0.740, 1.434], [-1.035, 0.142, 0.593], [-0.834, 0.920, -0.669], [0.022, 0.650, -1.765], [-1.289, -1.624, 0.436], [0.415, 2.192, -0.971], [-0.319, 0.171, -3.601], [2.190, -0.888, 1.893], [1.250, -0.297, -1.008], [-0.076, -0.826, 2.470], [-1.839, 0.641, 1.222], [-1.760, 1.173, -1.020]],
  "mulliken_charge": [-0.305, -0.687, -0.385, -0.223, -0.281, -0.300, -0.102, -0.030, -0.094, 0.300, 0.568, 0.522, 0.417, 0.601]
}

***

Decreasing stability: (P), (Q)

***

(P)
{
  "formula": "C11H18",
  "method": "ωB97M-V with the def2-TZVPD basis set",
  "gap_ev": 10.07,
  "homo_ev": -9.087,
  "charge": 0,
  "smiles": "Cc1ccccc1.CC(C)C",
  "elements": ["C", "C", "C", "C", "C", "C", "C", "H", "H", "H", "H", "H", "H", "H", "H", "C", "C", "C", "C", "H", "H", "H", "H", "H", "H", "H", "H", "H", "H"],
  "positions_angstrom": [[-2.469, 2.354, -0.598], [-0.276, 1.581, 0.355], [-1.579, 2.009, 0.569], [0.510, 1.156, 1.428], [-0.024, 1.142, 2.698], [-2.116, 1.981, 1.857], [-1.347, 1.512, 2.909], [0.048, 1.448, -0.674], [1.541, 0.901, 1.220], [-1.925, 2.876, -1.383], [-3.273, 3.038, -0.306], [0.589, 0.894, 3.560], [-3.162, 2.219, 1.998], [-1.730, 1.472, 3.923], [-2.952, 1.486, -1.036], [1.106, -1.752, -0.822], [1.769, -3.122, -0.685], [2.211, -0.747, -1.199], [-0.016, -1.761, -1.859], [0.633, -1.450, 0.114], [1.709, -3.685, -1.619], [2.961, -1.250, -1.812], [1.953, 0.209, -1.653], [2.730, -0.539, -0.254], [-0.916, -2.298, -1.563], [-0.309, -0.716, -2.045], [0.288, -2.102, -2.854], [1.252, -3.747, 0.041], [2.794, -3.109, -0.311]],
  "mulliken_charge": [-1.455, -0.262, 0.892, -0.482, -0.549, -0.513, -0.425, 0.237, 0.385, 0.373, 0.425, 0.376, 0.343, 0.355, 0.277, 1.197, -1.559, -1.455, -1.452, 0.112, 0.321, 0.440, 0.305, 0.287, 0.387, 0.250, 0.380, 0.423, 0.385]
}

***

(Q)
{
  "formula": "C11H18",
  "method": "ωB97M-V with the def2-TZVPD basis set",
  "gap_ev": 9.95,
  "homo_ev": -9.040,
  "charge": 0,
  "smiles": "CC(C)(C)C.c1ccccc1",
  "elements": ["C", "C", "C", "C", "C", "C", "C", "C", "C", "C", "C", "H", "H", "H", "H", "H", "H", "H", "H", "H", "H", "H", "H", "H", "H", "H", "H", "H", "H"],
  "positions_angstrom": [[-2.106, 0.094, -0.105], [-1.325, -0.685, -1.152], [-3.572, -0.316, -0.262], [-1.691, 1.559, -0.402], [-1.684, -0.211, 1.314], [1.906, 0.987, 0.960], [1.456, -0.245, 1.380], [1.601, -1.416, 0.582], [2.135, -1.161, -0.717], [2.598, 0.100, -1.152], [2.576, 1.189, -0.303], [-1.506, -1.853, -1.238], [-1.165, -0.028, -2.267], [-0.202, -0.794, -0.523], [-4.268, -0.022, 0.686], [-3.904, 0.095, -1.159], [-3.488, -1.477, -0.229], [-2.240, 2.394, 0.111], [-1.752, 1.853, -1.447], [-0.644, 1.782, -0.264], [-0.648, 0.020, 1.332], [-2.414, 0.337, 1.927], [-1.823, -1.322, 1.494], [1.812, 1.868, 1.549], [1.173, -0.293, 2.394], [1.305, -2.353, 0.958], [2.409, -1.994, -1.344], [3.039, 0.287, -2.175], [2.966, 2.129, -0.654]],
  "mulliken_charge": [1.648, -0.825, -1.445, -1.632, -1.169, -0.403, -0.160, -0.757, -0.086, -0.269, -0.501, 0.272, 0.196, 0.002, 0.272, 0.428, 0.327, 0.348, 0.467, 0.262, -0.149, 0.535, 0.301, 0.417, 0.516, 0.358, 0.347, 0.311, 0.390]
}

***

Decreasing stability: (P), (Q)

***

(P)
{
  "formula": "C11H18",
  "method": "ωB97M-V with the def2-TZVPD basis set",
  "gap_ev": 9.73,
  "homo_ev": -8.837,
  "charge": 0,
  "smiles": "Cc1ccccc1.CC(C)C",
  "elements": ["C", "C", "C", "C", "H", "H", "H", "H", "H", "H", "H", "H", "H", "H", "C", "C", "C", "C", "C", "C", "C", "H", "H", "H", "H", "H", "H", "H", "H"],
  "positions_angstrom": [[1.124, -1.129, 0.920], [1.705, -0.100, 1.917], [2.280, -1.481, 0.007], [0.593, -2.355, 1.685], [0.263, -0.704, 0.371], [2.091, 0.783, 1.372], [2.165, -2.229, -0.791], [2.464, -0.514, -0.450], [3.229, -1.769, 0.478], [-0.235, -2.122, 2.380], [0.254, -3.185, 1.074], [1.452, -2.529, 2.312], [2.560, -0.499, 2.517], [0.996, 0.182, 2.758], [-3.256, 1.144, 0.044], [-1.181, 2.397, -0.719], [-2.036, 1.247, -0.907], [0.079, 2.183, -1.249], [-1.668, 0.132, -1.616], [0.333, 1.255, -2.213], [-0.433, 0.070, -2.315], [-1.584, 3.139, 0.039], [0.714, 2.897, -0.781], [-4.138, 1.334, -0.609], [-3.165, 1.897, 0.781], [-2.346, -0.736, -1.481], [1.213, 1.229, -2.897], [-0.146, -0.646, -3.040], [-3.327, 0.111, 0.415]],
  "mulliken_charge": [1.665, -1.389, -1.296, -1.524, -0.532, 0.330, 0.330, 0.319, 0.345, 0.351, 0.381, 0.355, 0.361, 0.331, -1.421, -0.584, 0.945, -0.256, -0.506, -0.627, -0.402, 0.261, 0.414, 0.298, 0.426, 0.299, 0.318, 0.468, 0.341]
}

***

(Q)
{
  "formula": "C11H18",
  "method": "ωB97M-V with the def2-TZVPD basis set",
  "gap_ev": 9.89,
  "homo_ev": -8.947,
  "charge": 0,
  "smiles": "Cc1ccccc1.CC(C)C",
  "elements": ["C", "C", "C", "C", "C", "C", "C", "H", "H", "H", "H", "H", "H", "H", "H", "C", "C", "C", "C", "H", "H", "H", "H", "H", "H", "H", "H", "H", "H"],
  "positions_angstrom": [[2.052, 0.896, -1.969], [1.158, 3.806, 0.416], [1.895, 2.812, -0.214], [-0.100, 4.222, -0.036], [1.309, 1.947, -1.145], [-0.704, 3.304, -0.902], [-0.023, 2.245, -1.494], [1.679, 4.245, 1.267], [2.933, 2.621, 0.038], [-0.598, 5.141, 0.218], [-1.701, 3.520, -1.266], [3.079, 1.218, -2.135], [1.397, 0.701, -2.811], [-0.535, 1.586, -2.183], [2.103, 0.065, -1.260], [-1.034, -2.761, 0.537], [-2.072, -1.717, 1.080], [0.375, -2.260, 0.833], [-1.252, -4.138, 1.144], [-1.315, -2.864, -0.517], [-1.971, -1.729, 2.174], [-3.097, -2.095, 1.036], [0.894, -2.153, -0.120], [0.407, -1.336, 1.411], [0.967, -3.018, 1.349], [-2.178, -4.524, 0.686], [-0.455, -4.877, 1.037], [-1.391, -4.078, 2.236], [-1.821, -0.783, 0.592]],
  "mulliken_charge": [-1.205, -0.292, -0.507, -0.624, 0.900, -0.385, -0.465, 0.333, 0.322, 0.385, 0.336, 0.372, 0.344, 0.256, 0.236, 0.840, -1.538, -1.255, -1.521, 0.290, 0.352, 0.417, 0.213, 0.365, 0.377, 0.385, 0.384, 0.316, 0.370]
}

***

Decreasing stability: (Q), (P)